Here is a structure of composition C8H18DyF3I2OP2 in a non-equilibrium geometry from the Open Molecules 2025 dataset. Energies are from ωB97M-V/def2-TZVPD.

Values from the calculation:
- Kohn-Sham gap (alpha / beta) (eV) = 4.1 / 4.3
- charge = +2
- ΔE to the lowest compared entry with this formula, charge and spin (kcal/mol) = 4.9
- maximum force (eV/A) = 4.22
- LUMO level (alpha / beta) (eV) = -10.964 / -10.945
- multiplicity = 6
- calculated total energy (a.u.) = -2852.93589
- HOMO (alpha / beta) (eV) = -15.11 / -15.20
- expectation value of S² = 9.389

Each line ends with the Löwdin charge.
CARTESIAN COORDINATES (ANGSTROEM)
C -0.942 1.686 -2.948  -0.253
C 0.073 -1.017 -3.488  -0.244
C -0.368 -0.678 3.236  -0.192
F -1.398 -1.489 0.482  -0.057
H 2.609 -1.367 3.468  0.073
C 2.413 -1.302 2.383  -0.246
H 0.127 -2.077 -3.168  0.058
F 0.361 -2.777 0.878  -0.004
C -0.121 -1.876 -0.045  -0.573
H -2.729 -1.349 -1.592  0.064
H -3.030 0.420 -1.629  0.068
C 1.392 1.399 2.918  -0.255
C -0.501 0.960 0.246  -0.444
H -1.577 2.275 -2.277  0.049
H 0.041 -0.907 4.232  0.078
Dy 1.573 0.140 -0.619  0.964
I 2.229 2.905 -0.731  0.430
H 1.098 -0.639 -3.720  0.055
H 2.199 -2.330 2.024  0.057
H -1.376 1.578 -3.947  0.074
H -0.934 -1.574 2.912  0.064
H -1.072 0.175 3.292  0.068
C -2.510 -0.412 -2.142  -0.192
H -0.532 -0.982 -4.412  0.074
H 0.008 2.220 -3.002  0.010
H 3.328 -0.909 1.879  0.055
H 0.490 2.021 2.916  0.049
F -0.432 -2.680 -1.118  -0.004
P 0.995 -0.183 2.108  0.724
H 1.759 1.194 3.928  0.073
H 2.137 1.959 2.349  0.007
I -0.242 4.616 0.326  0.513
P -0.728 0.030 -2.222  0.726
H -2.905 -0.545 -3.161  0.079
O -1.436 1.513 0.645  0.053